53
Properties=species:S:1:pos:R:3:forces:R:3:lowdin_spin:R:1 method="wB97M-V/def2-TZVPD" spin_multiplicity=3 mol_weight_g_mol=1000.5 s_squared=2.022 relative_energy_ev=0.129 charge=0 homo_lumo_gap_ev="7.3 / 6.4"
Re 0.095 -2.219 0.262 0.2 0.1 0.9 1.601
C 1.597 -1.538 -3.781 0.0 0.0 -0.1 0.013
C 1.091 -2.048 -2.484 0.1 -0.6 -0.1 0.083
N 0.594 -1.318 -1.548 -0.1 0.4 0.0 -0.002
N 0.467 0.040 -1.792 -0.1 -0.5 0.5 0.010
C 0.090 0.711 -0.756 0.2 0.5 -0.5 0.005
N -0.015 2.038 -0.827 -0.2 0.1 0.4 -0.009
S -0.335 0.030 0.873 0.1 -0.6 0.0 0.034
C 1.190 -3.486 -2.133 0.1 0.4 -0.3 0.009
C 1.757 -4.426 -2.974 0.0 -0.1 0.0 0.007
C 1.870 -5.735 -2.537 0.0 0.1 0.0 0.005
C 1.419 -6.062 -1.270 0.0 -0.1 0.1 0.009
C 0.870 -5.077 -0.474 -0.1 0.1 -0.1 0.013
N 0.748 -3.819 -0.905 0.0 -0.2 0.0 0.028
H 1.262 -0.521 -3.952 0.0 0.0 0.0 0.000
H 1.269 -2.176 -4.600 0.0 0.0 0.0 0.003
H 2.689 -1.551 -3.761 0.0 0.0 0.0 0.005
H 0.215 2.498 -1.689 0.1 0.0 -0.1 0.000
H -0.343 2.568 -0.025 0.0 0.0 -0.2 0.000
H 2.119 -4.130 -3.945 0.0 0.0 0.0 0.000
H 2.316 -6.486 -3.173 0.0 0.0 0.0 0.000
H 1.498 -7.067 -0.885 0.0 0.0 0.0 0.001
H 0.512 -5.261 0.530 0.0 0.0 0.0 0.000
S -1.467 4.975 5.229 0.0 0.0 0.1 0.000
C -0.924 3.956 4.064 -0.1 0.1 0.3 0.000
S 0.264 2.720 4.373 0.2 -0.2 0.3 -0.001
C 0.167 2.210 2.736 0.0 -0.2 -0.6 0.000
N -0.666 2.876 2.013 0.2 0.0 0.3 0.001
N -1.280 3.848 2.760 -0.1 -0.2 -0.4 0.000
C -2.283 4.605 2.081 0.0 0.0 0.1 0.000
C -3.144 3.949 1.213 0.0 0.0 0.0 0.000
C -4.090 4.683 0.519 0.0 0.1 0.0 0.000
C -4.181 6.057 0.702 0.0 -0.1 0.0 0.000
C -3.319 6.692 1.582 0.0 0.0 0.0 0.000
C -2.362 5.971 2.280 0.0 0.2 -0.1 0.000
S 1.166 0.911 2.057 -0.2 0.2 0.2 -0.013
H -3.080 2.877 1.091 0.0 0.0 0.0 0.000
H -4.762 4.175 -0.157 0.0 0.0 0.0 0.000
H -4.926 6.627 0.164 0.0 0.0 0.0 0.000
H -3.382 7.760 1.729 0.0 0.1 0.0 0.000
H -1.685 6.466 2.961 0.0 0.0 0.0 0.000
F -0.369 -3.158 1.887 0.0 0.0 -0.3 0.157
F 2.781 -0.578 -0.009 -0.1 0.2 -0.1 0.009
Sb 3.866 -1.964 0.693 0.5 -0.1 0.2 0.001
F 3.661 -2.845 -0.964 0.0 -0.1 -0.3 0.000
F 5.448 -1.144 0.140 0.1 0.1 -0.2 0.000
F 4.791 -3.425 1.400 0.0 -0.2 0.0 0.000
F 3.893 -1.061 2.330 -0.1 0.1 0.2 0.000
F 2.196 -2.814 1.214 -0.2 0.3 -0.1 0.008
I -3.116 -0.810 -1.012 0.0 0.0 0.0 0.013
C -1.851 -2.475 -0.395 -0.3 0.1 -0.3 -0.002
H -1.917 -3.127 -1.266 -0.1 -0.1 0.0 0.003
H -2.403 -2.920 0.433 0.0 0.0 -0.1 0.009

---

22
Properties=species:S:1:pos:R:3:forces:R:3:mulliken_charge:R:1 method="wB97M-V/def2-TZVPD" mol_weight_g_mol=166.3 relative_energy_ev=0.820 charge=0 smiles=CSSC.O.O.O.O homo_lumo_gap_ev=8.7
C 0.933 0.116 2.736 -0.3 -1.5 -0.7 -0.495
S 1.342 1.704 2.013 0.4 -0.1 -0.3 -0.075
S -0.102 2.158 0.668 -1.5 0.6 0.0 -0.101
C -0.016 1.193 -0.884 1.8 -0.9 1.1 -0.721
H -0.093 -0.076 3.037 -0.1 0.9 0.4 0.090
H 1.061 -0.675 1.985 0.4 0.2 0.0 0.254
H 1.631 -0.120 3.539 0.0 0.3 0.1 0.297
H 0.745 1.647 -1.504 -0.3 0.1 -0.5 0.289
H 0.400 0.232 -0.573 -0.1 -0.2 -0.2 0.185
H -0.956 0.964 -1.367 -0.3 0.6 0.1 0.314
H -2.428 -1.215 3.542 -0.2 0.1 0.0 0.277
H -2.845 0.307 3.538 0.2 -0.4 0.0 0.393
O -2.107 -0.323 3.393 0.0 -0.1 0.0 -0.670
H 2.164 -3.803 -5.012 0.2 0.3 -0.1 0.323
H 1.934 -2.867 -3.862 0.0 0.3 0.1 0.314
O 2.361 -2.900 -4.724 -0.1 -0.7 0.1 -0.661
H 2.130 -0.151 -5.746 -0.2 0.5 -0.3 0.290
H 2.256 -1.541 -6.100 -0.3 -0.4 -0.4 0.378
O 1.924 -0.723 -6.497 0.4 0.0 0.6 -0.645
H -3.202 2.013 4.693 0.1 0.1 0.0 0.344
H -3.440 2.333 3.208 0.0 0.1 0.0 0.348
O -3.691 1.729 3.916 -0.3 0.2 0.0 -0.729